[1]
Here is the molecule CH4N3PS at a distorted geometry from the OMol25 dataset. Energies are from ωB97M-V/def2-TZVPD.

Computed properties:
relative energy (zero: lowest compared OMol25 entry of this formula, charge and spin) = 0.707 eV
M = 121.105 Da
electronic energy = -25696.004 eV
E_HOMO = -9.86 eV
gap between HOMO and LUMO = 9.76 eV

ORCA input file:
```
! wB97M-V def2-TZVPD RIJCOSX def2/J DEFGRID3
* xyz 0 1
C -0.1027 -1.9321 0.2722
N 0.3043 -2.9973 0.2727
N -0.7344 0.7400 -1.1027
N 1.1662 0.8630 0.5623
P -0.3630 0.2458 0.4625
S -1.7385 0.7347 1.7435
H -0.4935 0.1621 -1.9227
H -1.6294 1.1639 -1.3328
H 1.7093 0.2311 1.1925
H 1.8817 0.7888 -0.1476
*
```

[2]
Here is a cluster of 2 separate species, C14H20Br2NO7S2 in total from the OMol25 dataset. Energies are from ωB97M-V/def2-TZVPD.

Computed properties:
M = 538.256 Da
electronic energy = -192411.175 eV
E_HOMO = -12.28 eV
gap between HOMO and LUMO = 7.28 eV

ORCA input file:
```
! wB97M-V def2-TZVPD RIJCOSX def2/J DEFGRID3
* xyz 1 1
C -3.2608 1.0470 4.2094
C -3.3214 0.0165 3.0789
Br -4.8765 -1.1025 3.2924
C -2.0498 -0.8544 2.9744
N -1.1289 -0.3873 1.9067
C -0.0185 0.3460 2.2031
C 0.3462 0.6881 3.6210
S 2.1180 0.5585 3.9759
O 2.6863 -0.3791 3.0580
O 2.2056 0.3880 5.3895
C 0.7668 0.7830 1.1759
C 0.4576 0.4913 -0.1435
C 1.3413 1.1086 -1.2019
O 0.9330 2.0226 -1.8623
O 2.5604 0.5565 -1.2267
S 3.8812 1.5359 -1.6981
C -0.6613 -0.2768 -0.4474
C -1.0025 -0.6412 -1.8657
C -0.3378 -1.9679 -2.2281
O -0.9597 -2.9708 -2.3950
O 1.0183 -1.8815 -2.4036
C -1.4330 -0.6944 0.6151
Br -2.9339 -1.7294 0.2872
H -3.6306 0.6302 5.1428
H -2.2448 1.4176 4.3430
H -3.8825 1.9035 3.9556
H -3.4523 0.5548 2.1409
H -2.2980 -1.8944 2.7892
H -1.5353 -0.8193 3.9228
H 0.0639 1.7241 3.8193
H -0.0622 0.0279 4.3745
H 2.5533 1.8084 3.6846
H 1.6441 1.3787 1.3795
H 3.7624 2.4262 -0.7033
H -0.6565 0.1567 -2.5213
H -2.0724 -0.7602 -2.0032
H 1.4972 -2.1045 -1.5959
C 1.1865 0.2053 -6.0843
C 1.6178 -0.9946 -5.2621
O 2.7369 -0.7038 -4.4322
H 2.0112 0.5554 -6.7044
H 0.3445 -0.0436 -6.7312
H 0.8871 1.0331 -5.4348
H 1.9306 -1.8134 -5.9067
H 0.7825 -1.3546 -4.6484
H 2.4862 0.0101 -3.8399
*
```

[3]
Here is a cluster of 2 separate species, C3H7O3 in total at a distorted geometry from the OMol25 dataset. Energies are from ωB97M-V/def2-TZVPD.

Computed properties:
relative energy (zero: lowest compared OMol25 entry of this formula, charge and spin) = 1.036 eV
M = 91.086 Da
electronic energy = -9368.122 eV
E_HOMO = -3.80 eV
gap between HOMO and LUMO = 7.96 eV

ORCA input file:
```
! wB97M-V def2-TZVPD RIJCOSX def2/J DEFGRID3
* xyz -1 1
O 1.3526 0.0404 -1.5174
C 0.6820 -0.6349 -0.6401
O 1.0611 -0.6568 0.5958
C -0.7321 -0.9275 -1.0579
C -1.8583 0.1428 -0.6215
H -0.9742 -1.9758 -0.6620
H -0.8554 -0.8542 -2.1723
H -1.5683 1.1881 -0.8752
H -1.9832 0.1873 0.4456
H -2.7737 -0.0642 -1.2171
H 2.3280 0.4367 2.3847
H 2.6653 1.9612 2.3858
O 2.6562 1.1568 2.9517
*
```

[4]
Here is a structure of composition C15H40MoOP2Si at a distorted geometry from the OMol25 dataset. Energies are from ωB97M-V/def2-TZVPD.

Computed properties:
relative energy (zero: lowest compared OMol25 entry of this formula, charge and spin) = 0.000 eV
M = 422.458 Da
electronic energy = -46559.101 eV
E_HOMO (spin up / spin down) = -6.32 / -6.65 eV
gap between HOMO and LUMO (spin up / spin down) = 6.89 / 7.09 eV

ORCA input file:
```
! wB97M-V def2-TZVPD RIJCOSX def2/J DEFGRID3
* xyz 0 3
Mo -0.1472 0.0874 0.8612
Si 2.1404 -0.1755 1.6304
P 0.4513 2.2264 0.0540
P -0.2147 -2.2330 0.2968
H 0.0958 -0.3884 -0.6921
C -0.6635 3.0038 -1.1647
H -0.4007 4.0634 -1.3009
H -1.7031 2.9329 -0.8256
H -0.5825 2.4868 -2.1280
C 2.0985 2.5630 -0.6687
H 2.1992 3.6394 -0.8775
H 2.2218 1.9865 -1.5964
H 2.8931 2.2593 0.0237
C 0.3753 3.3975 1.4740
H 0.5250 4.4302 1.1218
H 1.1490 3.1539 2.2135
H -0.6048 3.3358 1.9681
C -1.5329 -2.7161 -0.8618
H -1.6403 -3.8117 -0.8768
H -1.2652 -2.3638 -1.8657
H -2.4870 -2.2546 -0.5777
C 1.2602 -3.0288 -0.4070
H 1.0680 -4.1056 -0.5195
H 2.1245 -2.8697 0.2476
H 1.4890 -2.5617 -1.3744
C -0.5105 -3.3391 1.7393
H -0.4512 -4.3856 1.4008
H -1.5036 -3.1654 2.1744
H 0.2527 -3.1749 2.5119
C 3.6870 -0.4800 0.5567
H 3.8490 0.3523 -0.1404
H 3.5876 -1.4027 -0.0279
H 4.5376 -0.5615 1.2489
H 2.5724 1.0220 2.4219
H 2.1828 -1.3529 2.5596
C 2.0716 -0.4492 -3.3901
O 2.3076 -0.7211 -2.2146
C 0.8844 0.3922 -3.7758
H 0.5605 0.1986 -4.7996
H 1.1597 1.4535 -3.7052
H 0.0683 0.1835 -3.0813
C 2.9499 -0.9203 -4.5271
H 2.3516 -1.4834 -5.2536
H 3.7364 -1.5574 -4.1206
H 3.3948 -0.0439 -5.0150
C -1.6424 -0.1230 3.5359
C -2.7092 0.3461 2.5374
C -3.7703 -0.7595 2.3768
C -3.4069 1.5977 3.1036
C -2.0861 0.6629 1.2010
H -2.1410 -0.4194 4.4667
H -0.9430 0.6844 3.7844
H -1.0672 -0.9932 3.1860
H -4.2670 -0.9253 3.3391
H -4.5233 -0.4578 1.6385
H -3.3271 -1.7019 2.0355
H -2.6741 2.3843 3.3122
H -4.1428 1.9797 2.3862
H -3.9227 1.3523 4.0403
H -2.7610 1.2084 0.5224
*
```

electronic energy of number 4 (C15H40MoOP2Si)?
-46559.101 eV

What is the formula in the second record?
C14H20Br2NO7S2

Among the records above, which one has the highest electronic energy?
C3H7O3